Here is C43H48N2O3P2Zr as an isolated structure in a non-equilibrium geometry from the Open Molecules 2025 dataset. Energies are from ωB97M-V/def2-TZVPD.

```
! RIJCOSX wB97M-V def2-TZVPD def2/J DEFGRID3
* xyz 2 1
Zr 1.16394 -0.98137 -3.09059
C -3.14689 0.19903 0.04315
C -3.37208 0.16655 -1.28207
C -3.76089 1.33651 -2.12444
C -2.64065 2.09946 -2.85929
C -1.74857 2.92678 -1.96970
C -1.74864 2.88247 -0.62968
C -2.88134 2.78027 0.37468
C -3.34632 1.40084 0.91908
C 3.23010 -0.66488 -2.56553
H -2.98172 -0.74078 0.58392
H -3.50478 -0.83058 -1.75020
H -4.30945 2.06770 -1.51836
H -4.45625 0.94876 -2.90289
H -2.05260 1.39892 -3.49367
H -3.18508 2.77191 -3.54232
H -0.94943 3.42363 -2.58212
H -0.78823 2.92907 -0.10114
H -3.76524 3.34647 0.08028
H -2.49142 3.30789 1.26580
H -2.76973 1.23677 1.84268
H -4.41586 1.49104 1.21086
H 3.47556 -0.88846 -1.49976
H 3.52033 0.36598 -2.83036
H 3.78334 -1.36813 -3.21439
P 0.31002 -2.13412 -6.90696
P 2.11423 0.32632 -7.44447
C -0.44336 -0.59219 -7.49520
C 0.37917 0.39637 -7.92094
C -0.23226 -3.10378 -8.47599
C -1.25824 -2.69486 -9.35239
C -1.62346 -3.46223 -10.47135
C -0.94821 -4.65534 -10.74718
C 0.09703 -5.06219 -9.90762
C 0.45346 -4.29172 -8.79498
C -1.01042 -2.56561 -5.73063
C -0.99628 -1.88540 -4.48022
C -2.00436 -2.15566 -3.54536
C -3.06658 -3.00649 -3.88547
C -3.07257 -3.66463 -5.11950
C -2.02621 -3.46471 -6.02967
C 2.68514 0.69308 -9.25480
C 2.31553 -0.20126 -10.28001
C 2.60639 0.08717 -11.61874
C 3.28046 1.26851 -11.95638
C 3.66804 2.15347 -10.94572
C 3.37257 1.86189 -9.60705
C 2.24694 2.04636 -6.80925
C 3.45312 2.35709 -6.14911
C 3.67295 3.64946 -5.66999
C 2.68304 4.63197 -5.82017
C 1.47968 4.31561 -6.45518
C 1.25818 3.02659 -6.94448
H -1.53733 -0.54002 -7.56246
H 0.06905 1.20555 -8.59620
H -1.79784 -1.75867 -9.19600
H -2.43718 -3.12076 -11.12400
H -1.24263 -5.26150 -11.60766
H 0.63350 -5.98681 -10.12917
H 1.28096 -4.60926 -8.16296
H -0.43170 -0.86860 -4.48123
H -1.95427 -1.68427 -2.55355
H -3.88913 -3.16055 -3.17971
H -3.89402 -4.33078 -5.38975
H -2.02929 -3.97516 -6.99325
H 1.78141 -1.12314 -10.03435
H 2.30027 -0.60723 -12.40477
H 3.48998 1.50218 -13.00227
H 4.18917 3.08067 -11.19202
H 3.66518 2.57330 -8.83397
H 4.21428 1.58003 -6.03026
H 4.62572 3.89072 -5.19205
H 2.85999 5.64372 -5.45331
H 0.70749 5.07329 -6.58464
H 0.31338 2.80483 -7.43274
C -0.68888 -1.13564 3.66152
C -0.66674 -0.67500 2.20600
C 0.80187 -0.64973 1.69414
C 1.70548 0.01633 2.80909
C 1.29650 1.36458 3.39072
C 1.36768 -2.08400 1.56472
O 2.04741 -2.64150 2.42838
N 1.07655 -2.80941 0.36809
C 1.02053 -2.14467 -0.79907
O 1.13270 -2.71916 -1.96518
N 0.82272 -0.81437 -0.84264
C 0.87607 0.02219 0.31245
O 0.97452 1.23283 0.17748
H 0.05573 -1.93684 3.81302
H -1.69049 -1.48296 3.94755
H -0.42543 -0.29422 4.31855
H -1.28785 -1.31279 1.54968
H -1.07994 0.34727 2.12331
H 1.72774 -0.70734 3.64590
H 2.73546 0.09311 2.41621
H 0.44490 1.32032 4.08765
H 2.15669 1.71742 3.97962
H 1.10073 2.11055 2.60876
H 1.37856 -3.78261 0.36425
*
```

Properties
lowest unoccupied orbital energy = -8.584 eV
molecular weight = 794.040 Da
HOMO-LUMO gap = 4.07 eV
HOMO level = -12.65 eV
relative energy (zero: lowest compared OMol25 entry of this formula, charge and spin) = 0.0 kJ/mol

Mulliken atomic charge list, values in e, 2 entries: 1.29 -0.40